# C21H27N10OPdS

C21H27N10OPdS as an isolated structure at a distorted geometry (ωB97M-V/def2-TZVPD, OMol25).

As for the energy relative to the best compared isomer or geometry (same formula, charge and spin): 130.7 kJ/mol. The value obtained for the molar mass is 574.003 g mol⁻¹. The value obtained for the calculated total energy is -1965.32444 a.u. As for the LUMO energy: 2.194 eV. The calculation puts the strongest force on any atom at 1.4 eV/Å. The orbital gap is 4.971 eV.

ORCA input file:
```
! RIJCOSX wB97M-V def2-TZVPD def2/J DEFGRID3
* xyz -1 1
Pd 1.072 0.792 0.048
N -1.647 1.240 3.229
C -1.895 2.542 2.883
C -1.515 2.665 1.576
N -1.026 1.485 1.120
C -1.106 0.634 2.124
C -0.750 -0.752 2.044
N -0.016 -1.270 1.089
C 0.086 -2.589 1.351
C -0.593 -2.893 2.496
N -1.125 -1.715 2.940
H -1.726 0.853 4.153
H -2.314 3.244 3.575
H -1.588 3.523 0.936
H 0.643 -3.247 0.717
H -0.709 -3.808 3.040
H -1.724 -1.609 3.741
C 2.433 -3.360 -3.209
N 1.240 -2.850 -2.588
C 0.003 -2.811 -3.323
C -0.761 -1.656 -2.598
O -1.924 -1.404 -2.807
N 0.103 -1.085 -1.729
C 1.231 -1.764 -1.740
N 2.260 -1.432 -0.977
H 2.187 -4.288 -3.725
H 3.197 -3.566 -2.458
H 2.845 -2.651 -3.938
H -0.540 -3.756 -3.239
H 0.156 -2.565 -4.379
H 1.970 -0.687 -0.263
H 3.011 -2.074 -0.784
C 1.609 3.599 1.568
N 1.972 2.355 2.225
C 2.594 1.358 1.455
S 2.649 -0.188 2.208
N 3.756 1.808 0.824
C 4.519 0.871 0.034
H 0.965 4.173 2.232
H 1.087 3.418 0.610
H 2.515 4.182 1.393
H 1.199 1.946 2.744
H 3.612 2.685 0.338
H 4.806 0.039 0.679
H 5.410 1.380 -0.334
H 3.954 0.484 -0.831
C 1.702 1.948 -1.793
C 0.699 2.816 -2.315
C 0.735 4.222 -2.109
C -0.126 5.067 -2.752
C -1.086 4.569 -3.651
C -1.182 3.175 -3.822
C -0.333 2.333 -3.162
C -1.907 5.438 -4.366
N -2.579 6.165 -4.964
H 2.641 2.470 -1.581
H 1.855 1.059 -2.417
H 1.478 4.641 -1.436
H -0.058 6.141 -2.611
H -1.926 2.789 -4.509
H -0.429 1.266 -3.291
*
```

---

# C21H27N3O

One molecule with the formula C21H27N3O at a distorted geometry (ωB97M-V/def2-TZVPD, OMol25).

As for the energy relative to the best compared isomer or geometry (same formula, charge and spin): 1909.7 kJ/mol. The value obtained for the molar mass is 337.467 g mol⁻¹. The value obtained for the calculated total energy is -1055.21290 a.u. As for the LUMO energy: 0.637 eV. The calculation puts the strongest force on any atom at 18.2 eV/Å. The orbital gap is 7.730 eV.

ORCA input file:
```
! RIJCOSX wB97M-V def2-TZVPD def2/J DEFGRID3
* xyz 0 1
C 1.652 3.387 0.451
C 0.054 3.648 0.657
C -0.799 3.541 -0.637
C -2.179 3.779 -0.466
C -2.974 2.631 -0.366
O -4.067 2.557 -0.346
N -2.088 1.524 0.355
C -2.719 0.106 0.547
C -4.021 -0.188 0.793
C -4.438 -1.310 1.397
C -3.435 -2.505 1.769
C -2.062 -2.174 1.375
C -1.722 -0.665 0.776
N -0.408 -0.547 0.699
C -0.031 -0.394 -0.893
C 0.540 -1.552 -1.288
N 1.745 -2.093 -0.487
C 2.791 -1.730 -0.892
C 3.382 -1.660 -2.101
C 4.614 -1.215 -2.676
C 5.630 -0.878 -1.474
C 5.119 -0.915 -0.211
C 3.956 -1.278 0.245
C 1.288 -2.273 0.905
C 0.693 -1.052 1.307
H 1.959 2.292 -0.062
H 2.199 3.356 1.255
H 2.020 4.075 -0.352
H -0.007 4.749 1.148
H -0.239 2.744 1.258
H -0.414 4.527 -1.270
H -0.452 2.810 -1.203
H -2.499 4.333 -1.332
H -2.246 4.305 0.323
H -1.137 1.518 0.352
H -4.604 0.546 0.886
H -5.468 -1.455 1.735
H -3.627 -3.394 2.241
H -1.362 -2.831 1.737
H -0.770 -0.042 -1.251
H 0.854 0.383 -0.609
H 0.692 -1.784 -2.274
H -0.328 -2.516 -1.374
H 2.775 -1.941 -2.907
H 4.789 -1.333 -3.610
H 6.521 -0.262 -1.942
H 5.734 -0.498 0.492
H 3.512 -1.436 0.938
H 2.098 -2.773 1.403
H 0.596 -3.080 0.834
H 0.282 -1.260 2.482
H 1.525 -0.175 1.445
*
```

---

# C21H27N3O2

One molecule with the formula C21H27N3O2 (ωB97M-V/def2-TZVPD, OMol25).

As for the energy relative to the best compared isomer or geometry (same formula, charge and spin): 127.7 kJ/mol. The value obtained for the molar mass is 353.466 g mol⁻¹. The value obtained for the calculated total energy is -1131.18959 a.u. As for the LUMO energy: 0.611 eV. The calculation puts the strongest force on any atom at 0.7 eV/Å. The orbital gap is 8.252 eV.

ORCA input file:
```
! RIJCOSX wB97M-V def2-TZVPD def2/J DEFGRID3
* xyz 0 1
C -1.680 -1.781 2.266
C -1.988 -3.062 1.497
C -0.779 -3.655 0.761
C 0.334 -4.156 1.710
O 1.099 -3.124 2.281
N -0.226 -2.699 -0.169
C 0.155 -3.005 -1.421
O -0.037 -4.074 -1.960
C 0.867 -1.833 -2.115
C 0.030 -0.603 -2.060
C 0.277 0.416 -1.233
C -0.533 1.633 -1.251
C -1.378 2.086 -2.252
C -2.066 3.295 -2.110
C -1.949 4.107 -0.996
C -1.102 3.673 0.018
C -0.422 2.452 -0.130
C 0.351 2.228 1.029
C 0.135 3.307 1.837
N -0.741 4.182 1.234
C -1.199 5.426 1.783
C 1.146 0.972 1.134
C 1.467 0.412 -0.274
N 2.020 -0.941 -0.140
C 3.256 -0.963 0.624
C 2.215 -1.557 -1.445
H -2.538 -1.500 2.873
H -0.826 -1.926 2.922
H -1.474 -0.959 1.584
H -2.772 -2.861 0.763
H -2.363 -3.820 2.187
H -1.114 -4.511 0.165
H 0.985 -4.840 1.147
H -0.109 -4.706 2.542
H 1.496 -2.611 1.564
H 0.092 -1.813 0.203
H 1.030 -2.136 -3.154
H -0.821 -0.570 -2.723
H -1.506 1.521 -3.162
H -2.716 3.609 -2.915
H -2.497 5.035 -0.928
H 0.534 3.531 2.808
H -0.756 5.575 2.766
H -0.914 6.260 1.136
H -2.288 5.423 1.882
H 2.074 1.165 1.673
H 0.584 0.219 1.697
H 2.224 1.088 -0.727
H 3.059 -0.729 1.668
H 3.684 -1.964 0.579
H 4.002 -0.254 0.237
H 2.754 -2.499 -1.309
H 2.820 -0.912 -2.105
*
```

---

# C21H27N3O4S

One molecule with the formula C21H27N3O4S at a distorted geometry (ωB97M-V/def2-TZVPD, OMol25).

As for the energy relative to the best compared isomer or geometry (same formula, charge and spin): 291.8 kJ/mol. The value obtained for the molar mass is 417.531 g mol⁻¹. The value obtained for the calculated total energy is -1679.82039 a.u. As for the LUMO energy: 0.595 eV. The calculation puts the strongest force on any atom at 1.0 eV/Å. The orbital gap is 9.396 eV.

ORCA input file:
```
! RIJCOSX wB97M-V def2-TZVPD def2/J DEFGRID3
* xyz 0 1
C -7.707 -0.918 1.058
N -6.307 -0.961 0.699
C -5.541 0.075 1.364
C -4.051 -0.113 1.064
N -3.840 -0.072 -0.364
C -3.174 0.857 -1.066
O -3.178 0.897 -2.285
C -2.365 1.900 -0.279
O -1.553 1.392 0.758
C -0.503 0.588 0.440
C 0.281 0.175 1.521
C 1.386 -0.622 1.314
C 1.724 -0.999 0.026
S 3.203 -1.969 -0.277
O 3.379 -2.075 -1.696
O 3.121 -3.171 0.502
N 4.499 -1.111 0.312
C 4.749 -1.154 1.727
C 4.901 0.065 -0.434
C 3.972 1.237 -0.240
C 4.007 1.998 0.923
C 3.088 3.012 1.129
C 2.134 3.292 0.165
C 2.117 2.566 -1.013
C 3.028 1.544 -1.211
C 0.936 -0.626 -1.043
C -0.183 0.164 -0.847
C -4.630 -1.069 -1.060
C -6.109 -0.877 -0.738
H -8.223 -1.744 0.572
H -7.801 -1.035 2.136
H -8.195 0.024 0.762
H -5.704 -0.007 2.440
H -5.854 1.086 1.039
H -3.466 0.650 1.571
H -3.739 -1.098 1.428
H -1.766 2.457 -1.009
H -3.053 2.598 0.209
H 0.000 0.497 2.511
H 1.979 -0.963 2.146
H 4.235 -0.358 2.277
H 5.823 -1.075 1.907
H 4.401 -2.124 2.076
H 4.905 -0.239 -1.482
H 5.921 0.320 -0.129
H 4.768 1.809 1.667
H 3.121 3.590 2.041
H 1.417 4.083 0.327
H 1.393 2.795 -1.780
H 3.014 0.976 -2.129
H 1.212 -0.963 -2.029
H -0.789 0.439 -1.695
H -4.450 -0.958 -2.130
H -4.309 -2.061 -0.730
H -6.689 -1.669 -1.216
H -6.447 0.095 -1.140
*
```

---

# C21H27N3O7S

One molecule with the formula C21H27N3O7S at a distorted geometry (ωB97M-V/def2-TZVPD, OMol25).

As for the energy relative to the best compared isomer or geometry (same formula, charge and spin): 549.2 kJ/mol. The value obtained for the molar mass is 465.528 g mol⁻¹. The value obtained for the calculated total energy is -1905.42204 a.u. As for the LUMO energy: -0.157 eV. The calculation puts the strongest force on any atom at 1.6 eV/Å. The orbital gap is 8.315 eV.

ORCA input file:
```
! RIJCOSX wB97M-V def2-TZVPD def2/J DEFGRID3
* xyz 0 1
C -5.536 2.251 -3.359
C -5.940 2.508 -1.911
O -5.657 1.408 -1.065
C -4.381 1.145 -0.696
C -3.282 1.967 -0.942
C -2.029 1.591 -0.494
C -1.863 0.402 0.186
S -0.242 -0.037 0.778
O -0.155 -1.462 0.956
O 0.751 0.601 -0.045
N -0.314 0.740 2.287
C -0.361 -0.166 3.412
C 1.062 -0.616 3.816
N 1.950 -0.299 2.721
C 3.212 -1.003 2.702
C 3.657 -1.298 1.264
O 5.067 -1.378 1.247
C 3.044 -2.602 0.733
O 3.502 -2.827 -0.596
C 2.960 -2.093 -1.604
C 3.787 -1.815 -2.697
C 3.327 -1.056 -3.757
C 2.043 -0.541 -3.747
C 1.216 -0.859 -2.678
N -0.125 -0.356 -2.643
O -0.393 0.601 -3.341
O -0.929 -0.917 -1.924
C 1.644 -1.646 -1.621
C 2.094 1.136 2.585
C 0.691 1.764 2.458
C -2.944 -0.422 0.442
C -4.196 -0.052 0.006
H -6.053 1.371 -3.734
H -5.806 3.107 -3.972
H -4.466 2.079 -3.440
H -5.469 3.422 -1.527
H -7.025 2.626 -1.841
H -3.383 2.893 -1.485
H -1.165 2.204 -0.697
H -0.866 0.340 4.241
H -0.958 -1.020 3.099
H 1.073 -1.693 3.982
H 1.371 -0.113 4.751
H 4.017 -0.426 3.184
H 3.111 -1.947 3.241
H 3.318 -0.479 0.609
H 5.320 -1.832 0.433
H 3.426 -3.452 1.304
H 1.957 -2.557 0.815
H 4.795 -2.199 -2.691
H 3.984 -0.847 -4.587
H 1.672 0.082 -4.544
H 0.952 -1.858 -0.823
H 2.672 1.336 1.683
H 2.630 1.569 3.451
H 0.429 2.338 3.351
H 0.639 2.417 1.589
H -2.780 -1.356 0.954
H -5.058 -0.676 0.181
*
```

---

# C21H27N5O11P2Re

C21H27N5O11P2Re as an isolated structure (ωB97M-V/def2-TZVPD, OMol25).

As for the energy relative to the best compared isomer or geometry (same formula, charge and spin): 643.6 kJ/mol. The value obtained for the molar mass is 773.626 g mol⁻¹. The value obtained for the calculated total energy is -2678.80070 a.u. As for the LUMO energy (spin up / spin down): -0.219 / -0.740 eV. The expectation value of S² is 0.779. The calculation puts the strongest force on any atom at 0.3 eV/Å. The orbital gap (spin up / spin down) is 7.031 / 6.901 eV.

ORCA input file:
```
! RIJCOSX wB97M-V def2-TZVPD def2/J DEFGRID3
* xyz 0 2
Re 0.037 0.182 0.214
C 1.488 3.430 -2.362
O 1.935 2.641 -3.468
C 1.924 1.292 -3.473
C 2.274 0.710 -4.674
C 2.388 -0.674 -4.833
C 2.167 -1.490 -3.757
C 1.759 -0.932 -2.529
C 1.778 -1.772 -1.366
N 1.272 -1.467 -0.223
N 1.763 -2.182 0.866
C 1.788 -1.352 1.848
O 1.336 -0.120 1.714
C 2.327 -1.735 3.169
C 2.372 -0.791 4.190
C 2.873 -1.142 5.435
C 3.321 -2.434 5.664
C 3.273 -3.378 4.645
C 2.780 -3.031 3.399
C 1.585 0.461 -2.369
O 1.172 1.014 -1.249
H 1.605 4.457 -2.701
H 2.088 3.259 -1.473
H 0.447 3.235 -2.124
H 2.471 1.379 -5.503
H 2.682 -1.084 -5.790
H 2.323 -2.561 -3.824
H 2.365 -2.688 -1.393
H 2.020 0.213 3.995
H 2.913 -0.405 6.226
H 3.710 -2.708 6.636
H 3.622 -4.387 4.824
H 2.737 -3.753 2.595
N -2.852 -0.040 -4.179
C -2.997 0.109 -2.675
C -4.462 0.182 -2.279
P -2.192 -1.379 -1.943
O -1.255 -1.748 -3.208
O -3.199 -2.403 -1.626
O -1.254 -1.037 -0.786
P -2.107 1.853 -2.478
O -2.536 1.856 0.010
O -1.002 1.612 -3.484
O -1.421 1.530 -0.834
H -2.857 -1.008 -4.494
H -1.913 0.405 -4.358
H -3.575 0.489 -4.666
H -5.003 -0.731 -2.527
H -4.940 1.047 -2.749
H -4.531 0.324 -1.201
H -0.448 -2.221 -2.982
H -2.260 2.734 0.323
C -2.156 0.159 3.965
C -1.389 0.475 2.726
N -1.269 -0.360 1.751
O -1.884 -1.587 1.883
C -0.748 1.764 2.537
C -0.869 2.888 3.508
N -0.141 1.940 1.377
O 0.281 3.069 1.007
H -2.852 -0.654 3.785
H -2.692 1.039 4.316
H -1.464 -0.148 4.754
H -1.919 -1.904 0.962
H -0.806 2.530 4.536
H -1.816 3.428 3.401
H -0.066 3.598 3.320
*
```

---

# C21H27N8SSbSeTi

C21H27N8SSbSeTi as an isolated structure (ωB97M-V/def2-TZVPD, OMol25).

As for the energy relative to the best compared isomer or geometry (same formula, charge and spin): 0.0 kJ/mol. The value obtained for the molar mass is 672.157 g mol⁻¹. The value obtained for the calculated total energy is -5143.35005 a.u. As for the LUMO energy (spin up / spin down): -6.014 / -6.132 eV. The expectation value of S² is 2.005. The calculation puts the strongest force on any atom at 0.2 eV/Å. The orbital gap (spin up / spin down) is 7.371 / 7.938 eV.

ORCA input file:
```
! RIJCOSX wB97M-V def2-TZVPD def2/J DEFGRID3
* xyz 2 3
Ti -0.086 0.156 -0.457
Se -7.856 -0.342 -1.046
N -6.768 0.865 -0.330
C -5.548 0.430 -0.505
C -4.366 1.152 -0.051
C -4.438 2.388 0.596
C -3.270 3.003 0.991
C -2.060 2.372 0.735
N -1.969 1.193 0.117
C -3.112 0.587 -0.278
C -2.976 -0.696 -0.974
N -1.718 -1.156 -1.160
C -1.555 -2.311 -1.809
C -2.619 -3.063 -2.293
C -3.902 -2.602 -2.100
C -4.094 -1.393 -1.427
C -5.414 -0.825 -1.184
N -6.527 -1.400 -1.559
H -5.407 2.835 0.773
H -3.279 3.960 1.493
H -1.127 2.827 1.042
H -0.533 -2.633 -1.961
H -2.426 -3.988 -2.816
H -4.764 -3.148 -2.460
C 1.834 -3.568 2.964
C 2.239 -3.153 1.602
N 3.225 -3.625 0.917
N 3.204 -2.935 -0.261
C 2.224 -2.043 -0.341
S 1.845 -0.987 -1.615
N 1.594 -2.171 0.858
N 0.475 -1.405 1.212
H 2.507 -4.353 3.298
H 0.815 -3.957 2.974
H 1.898 -2.736 3.667
H 3.893 -3.133 -0.972
H 0.683 -0.914 2.079
H -0.307 -2.034 1.389
C 1.652 5.380 0.319
C 1.630 4.151 1.222
Sb 1.867 2.284 0.186
C 3.953 1.940 0.466
C 4.802 3.131 0.030
C 1.815 2.863 -1.877
C 0.395 2.753 -2.424
H 1.520 6.285 0.912
H 0.855 5.356 -0.427
H 2.600 5.474 -0.212
H 0.708 4.106 1.803
H 2.447 4.181 1.945
H 4.203 1.042 -0.103
H 4.106 1.709 1.522
H 4.676 3.348 -1.031
H 5.859 2.925 0.199
H 4.553 4.032 0.592
H 2.496 2.192 -2.403
H 2.200 3.875 -1.990
H -0.025 1.741 -2.281
H 0.354 2.937 -3.498
H -0.289 3.452 -1.940
*
```

---

# C21H27NO4

One molecule with the formula C21H27NO4 (ωB97M-V/def2-TZVPD, OMol25).

As for the energy relative to the best compared isomer or geometry (same formula, charge and spin): 227.2 kJ/mol. The value obtained for the molar mass is 357.450 g mol⁻¹. The value obtained for the calculated total energy is -1172.12118 a.u. As for the LUMO energy: -0.121 eV. The calculation puts the strongest force on any atom at 0.8 eV/Å. The orbital gap is 8.367 eV.

ORCA input file:
```
! RIJCOSX wB97M-V def2-TZVPD def2/J DEFGRID3
* xyz 0 1
C 0.524 -7.743 6.791
C 1.032 -6.694 6.177
C 0.526 -6.154 4.874
O 0.460 -4.743 4.982
C 0.051 -4.018 3.917
C -0.320 -4.542 2.680
C -0.722 -3.695 1.667
C -0.774 -2.310 1.842
C -1.214 -1.484 0.744
C -1.340 -0.147 0.738
C -1.807 0.612 -0.418
O -1.927 1.823 -0.421
O -2.097 -0.155 -1.480
C -2.640 0.469 -2.637
C -1.555 1.056 -3.563
O -1.331 0.592 -4.661
N -0.933 2.115 -3.032
C 0.160 2.821 -3.675
C -0.278 4.273 -3.908
C 0.860 5.264 -4.152
C 1.408 5.868 -2.859
C 2.263 4.917 -2.027
C 1.574 3.605 -1.654
C 1.439 2.652 -2.843
C -0.396 -1.797 3.091
C 0.007 -2.631 4.104
H 0.931 -8.109 7.718
H -0.315 -8.288 6.389
H 1.869 -6.148 6.589
H 1.224 -6.433 4.069
H -0.464 -6.570 4.643
H -0.298 -5.605 2.498
H -1.006 -4.117 0.714
H -1.469 -2.015 -0.164
H -1.110 0.467 1.596
H -3.171 -0.318 -3.175
H -3.332 1.266 -2.338
H -1.196 2.418 -2.100
H 0.309 2.322 -4.639
H -0.957 4.276 -4.763
H -0.855 4.609 -3.043
H 1.663 4.786 -4.715
H 0.475 6.082 -4.765
H 0.569 6.220 -2.254
H 2.017 6.741 -3.109
H 3.182 4.687 -2.573
H 2.553 5.436 -1.109
H 0.598 3.806 -1.211
H 2.180 3.115 -0.888
H 2.306 2.773 -3.493
H 1.450 1.619 -2.486
H -0.420 -0.733 3.265
H 0.297 -2.240 5.067
*
```